1.
The following is a quantum chemistry calculation of a molecular structure, C2H4IN3O at a distorted geometry, from the OMol25 dataset.

ORCA input file:
```
! wB97M-V def2-TZVPD RIJCOSX def2/J DEFGRID3
* xyz 0 1
C -0.7112 -0.1202 1.5562
C -0.6682 -1.0183 -0.8431
N -0.5219 -0.7420 2.5093
N 1.6504 1.3388 0.3966
N -0.7880 0.6602 0.5616
O -0.8137 0.3096 -0.6770
I 1.5282 1.4278 -1.5873
H -1.3010 -1.5732 -0.2110
H 0.3612 -1.2045 -0.5683
H -0.6322 -1.3400 -1.9043
H 1.8962 2.2618 0.7674
*
```

Summary:
Highest occupied orbital energy (spin up / spin down) = -9.35 / -9.20 eV
Frontier orbital gap (spin up / spin down) = 7.89 / 7.93 eV
Relative energy (zero: lowest compared OMol25 entry of this formula, charge and spin) = 1.547 eV
Strongest force on any atom = 4.38 eV/A
DFT total energy = -615.5596 Ha



2.
The following is a quantum chemistry calculation of a single C4H6N2O molecule, from the OMol25 dataset.

ORCA input file:
```
! wB97M-V def2-TZVPD RIJCOSX def2/J DEFGRID3
* xyz 0 1
N 0.7635 -0.7858 2.0997
C 0.3303 -0.2789 0.8552
C 1.1386 0.3757 -0.0679
N 0.4393 0.6552 -1.1834
C -0.8318 0.0132 -1.0196
O -1.8296 0.5431 -1.8167
C -0.9973 -0.3914 0.3796
H 1.3647 -0.1443 2.6041
H -0.0495 -1.0034 2.6654
H 2.1934 0.6288 -0.0003
H 0.8058 1.0399 -2.0397
H -2.6420 0.4476 -1.3007
H -0.6855 -1.0998 -1.1757
*
```

Summary:
Highest occupied orbital energy = -8.08 eV
Frontier orbital gap = 8.41 eV
Relative energy (zero: lowest compared OMol25 entry of this formula, charge and spin) = 3.816 eV
Strongest force on any atom = 0.56 eV/A
DFT total energy = -340.6547 Ha



3.
The following is a quantum chemistry calculation of a molecular structure, C4H9NO2 at a distorted geometry, from the OMol25 dataset.

ORCA input file:
```
! wB97M-V def2-TZVPD RIJCOSX def2/J DEFGRID3
* xyz 0 1
C 2.1456 0.0062 -0.7065
C 0.6597 -0.3349 -0.5295
O 0.6130 -1.7226 -0.3202
C 0.0783 0.5207 0.6022
N -1.7650 1.0869 0.2968
C -2.3265 -0.0568 0.6106
O -1.6072 -1.0029 0.9498
H 2.2965 1.0621 -0.9480
H 2.5462 -0.6012 -1.5247
H 2.7142 -0.2446 0.1964
H 0.1186 -0.0495 -1.4402
H -0.2755 -1.9146 0.0210
H 0.2700 0.0570 1.5869
H 0.3694 1.5494 0.5672
H -2.4085 1.8604 0.0319
H -3.4166 -0.1967 0.5796
*
```

Summary:
Highest occupied orbital energy = -9.90 eV
Frontier orbital gap = 10.51 eV
Relative energy (zero: lowest compared OMol25 entry of this formula, charge and spin) = 3.210 eV
Strongest force on any atom = 1.40 eV/A
DFT total energy = -362.9676 Ha



4.
The following is a quantum chemistry calculation of 12 unconnected molecules or ions with the total composition C29H82O19 at a distorted geometry, from the OMol25 dataset.

ORCA input file:
```
! wB97M-V def2-TZVPD RIJCOSX def2/J DEFGRID3
* xyz 0 1
C -15.4975 -0.6136 -5.9337
C -16.7112 -1.4081 -6.4615
C -16.2996 -2.7148 -7.0662
O -17.5611 -1.6081 -5.2422
H -15.0817 -1.0009 -5.0278
H -15.7818 0.4163 -5.8423
H -14.6735 -0.4527 -6.6628
H -17.3099 -0.8121 -7.1091
H -16.0418 -3.3247 -6.1764
H -15.4371 -2.6327 -7.7510
H -17.1238 -3.2069 -7.5812
H -17.0097 -1.9685 -4.4910
C -14.5586 -2.7868 -13.5785
C -14.9608 -1.9075 -12.3898
C -15.7750 -2.7122 -11.3735
O -13.8107 -1.3324 -11.8754
H -13.8373 -3.6061 -13.2993
H -14.0897 -2.1507 -14.3447
H -15.5070 -3.1885 -14.0076
H -15.6786 -1.1418 -12.7893
H -15.0734 -3.4440 -10.9611
H -16.6680 -3.1614 -11.8450
H -16.0107 -2.0192 -10.5466
H -13.1497 -1.4725 -12.5264
C -21.0374 -4.3615 -14.2818
C -20.2410 -3.0779 -14.3947
C -20.3378 -2.4038 -15.7525
O -20.5100 -2.0598 -13.4445
H -20.9231 -4.6901 -13.2569
H -20.5642 -5.1581 -14.9557
H -22.0774 -4.2100 -14.6234
H -19.2081 -3.2428 -14.1252
H -19.6646 -1.5332 -15.8211
H -21.3443 -1.9934 -15.7305
H -20.2579 -3.0933 -16.6029
H -21.4628 -1.8336 -13.5285
C -15.2780 1.1699 -9.3425
C -15.9483 1.9802 -10.4754
C -15.0120 2.7736 -11.3958
O -16.5569 1.0279 -11.3445
H -16.0675 0.4979 -9.0398
H -15.0735 1.7963 -8.4469
H -14.3927 0.6102 -9.5884
H -16.7453 2.5415 -10.0295
H -14.3781 2.0538 -11.9386
H -14.4454 3.4749 -10.7936
H -15.4826 3.2883 -12.2291
H -16.9081 1.5573 -12.0671
C -18.0647 -5.4479 -9.3262
C -18.4832 -6.6830 -10.1179
C -18.5582 -6.4543 -11.5762
O -17.6580 -7.7825 -9.6851
H -17.0839 -5.0085 -9.6100
H -17.9453 -5.7155 -8.2483
H -18.8253 -4.6799 -9.5154
H -19.4455 -6.9993 -9.7047
H -19.3852 -5.7170 -11.7667
H -18.8346 -7.3671 -12.1080
H -17.6343 -6.0254 -12.0180
H -18.0371 -8.5178 -10.1348
C -21.0157 -2.8038 -5.5007
C -21.1607 -1.5695 -4.7147
O -20.1674 -0.6517 -5.1383
O -21.6783 -2.6884 -6.7303
H -21.6882 -3.5080 -4.9935
H -19.9767 -3.1081 -5.5044
H -21.1906 -1.7865 -3.6295
H -22.1589 -1.1879 -5.0293
H -19.2819 -0.9252 -4.8845
H -21.2564 -2.0752 -7.3343
C -22.7435 -4.6585 -9.5755
C -23.8503 -3.5892 -9.3011
O -23.4725 -2.2931 -9.7638
O -21.8964 -4.8344 -8.4853
H -22.1529 -4.2584 -10.4206
H -23.2702 -5.5408 -9.8819
H -24.0523 -3.5488 -8.1674
H -24.7343 -3.8407 -9.8888
H -22.6974 -1.9235 -9.2130
H -22.0253 -4.2000 -7.7437
C -23.6124 0.5264 -13.2155
C -24.6049 -0.5718 -12.8423
O -23.8933 -1.8264 -12.7633
O -23.0432 0.1687 -14.4601
H -22.8471 0.5700 -12.3919
H -24.1175 1.5860 -13.2159
H -25.3854 -0.6027 -13.6402
H -25.1514 -0.3012 -11.9338
H -23.9477 -2.0147 -11.7903
H -22.2624 0.7024 -14.4761
C -20.5465 2.6962 -8.8067
C -20.0623 2.2911 -7.4311
O -20.2572 0.8804 -7.3719
O -19.5647 2.2211 -9.7351
H -20.5361 3.7618 -8.9084
H -21.6085 2.2749 -8.9067
H -20.5881 2.8005 -6.6225
H -18.9874 2.5197 -7.4230
H -20.2806 0.5495 -6.4505
H -19.3240 1.3288 -9.6879
C -26.1663 0.3372 -8.9835
C -24.9722 1.3767 -8.8277
O -24.3217 1.7392 -10.0285
O -25.8195 -0.8795 -9.5592
H -26.9488 0.8020 -9.7209
H -26.6180 0.0476 -8.0380
H -24.2751 1.0454 -8.0410
H -25.3718 2.3177 -8.5004
H -24.0085 0.8962 -10.4624
H -24.9455 -1.1834 -9.2352
C -19.9593 1.5954 -13.1514
C -19.1218 2.8204 -13.2877
O -17.8578 2.5630 -13.8170
O -20.4073 1.0681 -14.4035
H -20.8780 1.8303 -12.5673
H -19.4865 0.8636 -12.5049
H -19.0260 3.1463 -12.2628
H -19.6365 3.5687 -13.9407
H -17.8470 2.1904 -14.7001
H -20.3209 0.1044 -14.3655
C -20.4792 -1.2228 -10.3553
C -19.0479 -1.7004 -10.1064
O -18.2174 -0.6087 -9.6579
O -21.1682 -0.8719 -9.1798
H -21.1427 -1.9213 -10.8957
H -20.3916 -0.3680 -11.0550
H -18.6414 -2.0285 -11.0345
H -19.0795 -2.4684 -9.3047
H -17.5921 -0.2932 -10.3324
H -20.7917 -0.1696 -8.5977
*
```

Summary:
Highest occupied orbital energy = -9.80 eV
Frontier orbital gap = 10.26 eV
Relative energy (zero: lowest compared OMol25 entry of this formula, charge and spin) = 2.606 eV
Strongest force on any atom = 3.25 eV/A
SMILES string = CC(C)O.CC(C)O.CC(C)O.CC(C)O.CC(C)O.OCCO.OCCO.OCCO.OCCO.OCCO.OCCO.OCCO
DFT total energy = -2583.5300 Ha



5.
The following is a quantum chemistry calculation of a gas-phase ion, C5H9N2O4 (charge +1) at a distorted geometry, from the OMol25 dataset.

ORCA input file:
```
! wB97M-V def2-TZVPD RIJCOSX def2/J DEFGRID3
* xyz 1 1
C -0.4555 0.8907 0.6344
C 0.6044 -0.7074 -1.3057
C 1.0733 1.8217 -1.2778
C -0.6912 0.6364 2.9910
C -1.0290 -2.6450 -1.2417
N 1.8819 1.2426 -0.3352
N 0.6497 0.5883 -0.5058
O -1.4826 1.3971 0.3307
O 1.5151 -0.8462 -2.0328
O 0.0256 0.5980 1.7790
O -0.3835 -1.3706 -0.8565
H 0.4935 2.7099 -1.0049
H 1.1293 1.6703 -2.3537
H -1.2924 -0.2450 3.0912
H -1.2563 1.5793 3.0021
H 0.1352 0.6186 3.7432
H -0.4332 -3.1159 -2.0413
H -2.0979 -2.4071 -1.6031
H -1.0906 -3.1448 -0.3892
H 2.7043 0.7289 -0.6239
*
```

Summary:
Highest occupied orbital energy = -15.29 eV
Frontier orbital gap = 12.54 eV
Relative energy (zero: lowest compared OMol25 entry of this formula, charge and spin) = 4.106 eV
Strongest force on any atom = 5.58 eV/A
SMILES string = COC(=O)[N+]1(C(=O)OC)CN1
DFT total energy = -606.0319 Ha



6.
The following is a quantum chemistry calculation of 2 unconnected molecules or ions with the total composition C3H7N3O, from the OMol25 dataset.

ORCA input file:
```
! wB97M-V def2-TZVPD RIJCOSX def2/J DEFGRID3
* xyz 0 1
C 1.6619 -0.6753 0.0097
N 0.3478 -0.4073 0.5510
C -0.1262 2.1566 -0.5153
O 1.0190 2.4059 -0.4149
N -1.3120 2.0001 -0.7055
C -0.7912 -1.0241 0.1543
N -1.9370 -0.6925 0.6244
H 1.5846 -0.9006 -1.0584
H 2.1584 -1.5121 0.5151
H 2.2765 0.2228 0.1071
H 0.2713 0.1897 1.3620
H -1.8673 1.2955 -0.2276
H -0.6226 -1.7845 -0.6186
H -2.6632 -1.2741 0.2165
*
```

Summary:
Highest occupied orbital energy = -9.31 eV
Frontier orbital gap = 10.19 eV
Relative energy (zero: lowest compared OMol25 entry of this formula, charge and spin) = 0.798 eV
Strongest force on any atom = 0.76 eV/A
SMILES string = [H]/N=C/NC.N=C=O
DFT total energy = -358.0205 Ha



> Among the records above, which one has the lowest DFT total energy?

C29H82O19